Computed, not measured: a cluster of 10 separate species, C8H37N9O10 in total at a distorted geometry, with the ωB97M-V functional and the def2-TZVPD basis.

Last column: natural (NBO) charge in e.
Element x y z (Å)
O  4.481404  10.145618  10.471589  -0.56
O  -0.680175  9.804088  8.182322  -0.64
O  2.941461  6.779938  7.822267  -0.98
O  2.888892  6.812008  5.004653  -0.74
O  0.142139  5.764650  8.653861  -0.99
O  7.667849  8.663805  7.152080  -0.67
O  2.955269  3.639972  7.579496  -0.99
O  2.265906  4.454848  9.963359  -0.98
O  -0.970263  2.604541  5.371877  -0.64
O  2.735849  9.386536  6.639758  -0.96
N  3.984674  7.808701  3.416027  -0.82
N  1.788280  7.850600  3.374637  -0.82
N  0.390801  4.192515  6.220904  -0.90
N  -1.594035  9.583290  6.061536  -0.85
N  -0.435849  7.972832  6.922751  -0.86
N  5.925987  7.430116  7.894094  -0.85
N  5.551509  9.252623  6.820973  -0.85
N  5.580914  12.336387  11.651966  -0.82
N  1.166148  2.103379  5.926039  -0.85
C  2.864774  7.407380  3.946938  0.76
C  3.772497  9.022874  10.038044  -0.24
C  6.498820  8.431283  7.279820  0.76
C  5.664997  12.602346  9.236946  -0.61
C  0.090232  2.907947  5.857666  0.77
C  3.785910  11.375466  10.255067  -0.07
C  -0.856385  9.235968  7.128479  0.77
C  4.791353  12.502594  10.452672  -0.07
H  1.450649  4.774089  9.554180  0.50
H  6.439526  11.836291  9.279094  0.22
H  2.822390  4.121002  8.409682  0.51
H  2.092032  4.475284  10.906510  0.49
H  5.088159  12.544835  8.313661  0.20
H  3.547890  9.132110  8.976162  0.16
H  1.346723  4.181269  6.554533  0.40
H  1.810332  8.537525  2.638439  0.39
H  6.516852  6.932134  8.542270  0.39
H  3.015772  11.444566  11.029489  0.15
H  2.844448  8.917649  10.606239  0.16
H  2.822733  6.409423  6.940148  0.51
H  0.201782  4.853821  5.482810  0.39
H  -2.250495  10.333045  6.209874  0.41
H  4.575995  9.062568  6.996470  0.39
H  0.113600  7.446230  7.585014  0.42
H  1.086888  1.164083  5.572342  0.41
H  2.870347  8.509391  7.030843  0.49
H  5.780835  10.034168  6.229400  0.39
H  -0.523541  6.082032  9.270916  0.50
H  4.747196  7.462007  3.979099  0.43
H  4.161243  13.391701  10.524639  0.18
H  -0.353689  5.252265  8.002069  0.52
H  1.985184  2.452152  6.407305  0.41
H  2.197571  9.220442  5.863716  0.47
H  4.298693  8.071768  10.116673  0.19
H  -0.622833  7.523034  6.042905  0.36
H  0.873119  7.671624  3.753309  0.40
H  3.249791  11.411749  9.304756  0.18
H  6.171991  13.567247  9.188306  0.21
H  4.933423  7.267189  7.948453  0.41
H  -1.420478  9.097342  5.200991  0.38
H  3.467797  2.867481  7.827895  0.48
H  2.189103  6.456718  8.324158  0.49
H  3.955208  8.550331  2.737077  0.39
H  4.944901  12.378501  12.438126  0.35
H  5.984416  11.408765  11.651169  0.37

Force components x, y, z for each atom (eV/Å):
O 0.477 -0.010 -0.261
O -0.330 0.854 -0.049
O 0.056 0.034 0.025
O -0.797 -1.880 1.368
O 0.003 -0.082 0.449
O 2.289 -0.254 0.030
O 0.188 -0.026 -0.532
O -0.108 0.124 0.340
O -0.901 -0.441 -0.159
O -0.105 0.287 0.061
N 2.023 0.121 -1.173
N -4.038 1.245 -1.854
N 0.267 1.236 1.307
N -0.859 1.919 -0.383
N 1.366 -1.860 -0.279
N 0.146 -3.674 2.332
N -1.399 1.570 -1.272
N -0.086 0.504 0.298
N 0.402 -0.897 0.316
C 0.792 0.187 2.108
C -0.642 -0.031 -0.480
C -0.789 2.125 -0.851
C 0.704 0.608 -0.372
C -0.165 -0.429 -1.567
C -0.079 -0.747 1.051
C 0.159 -1.483 1.088
C -0.858 -0.313 -0.695
H -0.445 0.122 0.040
H -0.108 -0.135 -0.291
H 0.325 -0.227 0.176
H 0.194 -0.040 0.133
H -0.002 -0.334 0.011
H -0.346 0.030 0.016
H 0.130 0.920 -0.203
H 0.083 -0.252 -0.022
H -0.186 -0.199 -0.189
H -0.219 0.058 0.166
H -0.279 0.005 -0.072
H 0.176 -0.064 -0.494
H 0.028 -0.012 0.064
H 0.177 0.033 -0.719
H 0.456 0.511 -0.378
H 0.043 0.445 -0.077
H 0.025 0.082 0.308
H -0.551 -0.178 0.043
H 0.067 -0.152 0.188
H -0.043 0.202 0.194
H 0.652 0.799 -0.552
H 0.226 0.284 0.195
H 0.175 -0.401 -0.483
H -0.104 -0.444 -0.264
H -0.077 -0.071 -0.057
H 0.573 0.375 0.420
H -0.031 -0.154 0.285
H 0.318 -0.152 0.131
H 0.305 -0.112 -0.309
H 0.126 0.010 0.225
H 0.101 0.112 0.002
H -0.643 0.490 -0.069
H 0.177 0.000 0.135
H -0.125 0.109 0.265
H 0.924 -0.191 0.094
H 0.138 -0.058 0.265
H 0.023 -0.098 -0.026

Values from the calculation:
HOMO level: -8.75 eV
Frontier orbital gap: 8.44 eV
LUMO level: -0.012 hartree
SMILES: COC[C@H](C)N.NC(N)=O.NC(N)=O.NC(N)=O.NC(N)=O.O.O.O.O.O
E_tot: -1572.32193 Ha